Entry from the Open Molecules 2025 dataset: C29H46BN9Os as an isolated structure (ωB97M-V with the def2-TZVPD basis set).

DFT total energy in eV: -47358.79375
E_HOMO (alpha / beta) in Eh: -0.5441 / -0.5464
Orbital gap (alpha / beta) in eV: 8.0 / 5.6
Total charge: +2
E_LUMO (alpha / beta) in Eh: -0.251 / -0.341
2S+1: 5

Each line ends with the Löwdin spin population.
Positions of all 86 atoms, in Å:
Os 0.03308 -0.28435 0.05651  2.652
C 0.03272 0.61759 2.58411  0.049
C 0.26353 2.12145 2.48912  0.005
C 1.63719 2.51155 3.04193  0.003
C 0.10940 2.59617 1.07997  0.023
C 0.00296 3.86079 0.55320  0.017
C -0.08539 3.71667 -0.83957  0.045
C -0.19142 4.88707 -1.77445  0.006
C 1.19903 5.50815 -1.96977  0.005
C -0.90291 4.66089 -3.10379  0.001
N -0.01702 2.40430 -1.12227  0.004
N 0.09364 1.71644 0.05272  0.046
B -0.00629 1.52536 -2.41738  0.002
N 1.32127 0.67274 -2.39191  0.011
N 1.57293 -0.15631 -1.30374  0.133
C 2.80632 -0.69031 -1.43041  0.028
C 3.34446 -0.21903 -2.60471  0.027
C 2.40100 0.63680 -3.19160  0.040
C 2.68969 1.29318 -4.51499  0.006
C 2.06719 2.64915 -4.81791  0.001
C 2.46095 0.27834 -5.64575  0.004
C 3.48401 -1.60704 -0.45396  0.001
C 3.26316 -3.07436 -0.83462  0.002
C 3.14629 -1.33149 1.00750  0.015
N -1.29087 0.61195 -2.36533  0.014
N -1.59138 -0.05681 -1.18053  0.127
C -2.76657 -0.70760 -1.32537  0.024
C -3.21950 -0.46341 -2.60219  0.028
C -2.28669 0.36983 -3.23294  0.035
C -2.53312 0.87496 -4.62839  0.005
C -3.68539 1.89098 -4.58875  0.004
C -1.36345 1.42037 -5.42847  0.000
C -3.45914 -1.49749 -0.24622  0.002
C -4.97771 -1.41113 -0.44309  0.000
C -3.10910 -1.05014 1.16870  0.015
H 0.16134 0.23801 3.59863  0.005
H 0.83112 0.06716 2.03222  0.015
H -0.98485 0.33229 2.28698  0.011
H -0.50939 2.61538 3.08571  0.002
H 2.43433 2.03233 2.47034  0.000
H 1.72637 2.20438 4.08229  0.000
H 1.78852 3.58800 2.99306  0.000
H -0.02363 4.79206 1.09182  0.000
H -0.78578 5.60881 -1.20563  0.001
H 1.87488 4.80518 -2.45602  0.000
H 1.64355 5.80717 -1.02184  0.000
H 1.11767 6.39184 -2.60080  0.001
H -0.24634 4.20596 -3.84249  0.000
H -1.21611 5.62586 -3.49954  0.000
H -1.79370 4.04222 -2.99195  0.000
H -0.02238 2.19109 -3.37361  0.000
H 4.32300 -0.43866 -2.99640  0.002
H 3.77181 1.45220 -4.46272  0.001
H 1.03221 2.56948 -5.13717  0.000
H 2.62340 3.10532 -5.63566  0.000
H 2.12507 3.32194 -3.96420  0.000
H 1.41346 -0.00817 -5.72403  0.000
H 3.04729 -0.62686 -5.49446  0.000
H 2.76290 0.72217 -6.59298  0.001
H 4.54866 -1.39258 -0.58379  0.000
H 2.21048 -3.34738 -0.75487  0.000
H 3.83413 -3.72143 -0.17081  0.000
H 3.58234 -3.27145 -1.85682  0.000
H 2.13882 -1.67421 1.26481  0.006
H 3.25311 -0.27412 1.25812  0.001
H 3.82286 -1.89258 1.65116  0.001
H -4.13120 -0.81983 -3.04665  0.002
H -2.90561 -0.01300 -5.15039  0.001
H -3.39840 2.77828 -4.02318  0.000
H -4.58555 1.47474 -4.14024  0.000
H -3.92537 2.20186 -5.60418  0.001
H -1.13516 2.44695 -5.14698  0.000
H -1.63198 1.42564 -6.48391  0.000
H -0.46919 0.81225 -5.31450  0.000
H -3.17165 -2.54790 -0.37355  0.000
H -5.31878 -0.37903 -0.35480  0.000
H -5.47928 -2.00326 0.31958  0.000
H -5.28994 -1.79587 -1.41121  0.000
H -3.33989 0.00854 1.30998  0.000
H -2.06660 -1.23936 1.43456  0.008
H -3.70512 -1.61349 1.88595  0.001
N 0.42320 -6.87273 0.25005  0.113
C 0.03600 -5.78958 0.28867  0.009
N -0.44570 -4.56928 0.31981  0.174
C -0.20352 -3.39148 0.25063  0.070
N -0.07542 -2.19577 0.20277  0.194

Cartesian forces (eV/Å) of the 2 atoms listed first:
0.0227 0.0509 -0.4126
-0.2235 0.0357 0.1577